No. 1
A cluster of 10 separate species, C4H30N2O9 in total at a distorted geometry. Source: OMol25; level of theory: ωB97M-V/def2-TZVPD.

```
45
Properties=species:S:1:pos:R:3:nbo_charge:R:1
C 1.12 -2.60 0.88 -0.25
C -0.43 -2.71 1.27 -0.47
C -0.52 -2.11 2.61 -0.27
C -1.51 -0.05 3.67 0.14
N -1.35 -0.81 2.64 -0.42
N 1.53 -1.53 0.04 -0.76
H 1.68 -2.57 1.92 0.23
H 1.55 -3.69 0.49 0.26
H -1.27 -2.28 0.45 0.28
H -0.60 -3.78 1.23 0.27
H -1.05 -2.89 3.32 0.26
H 0.35 -1.98 3.27 0.25
H -1.02 -0.04 4.56 0.21
H -2.23 0.72 3.72 0.23
H -4.69 1.14 1.68 0.48
H 0.91 -1.17 -0.80 0.51
H 2.42 -1.84 -0.56 0.47
H 1.73 -0.61 0.50 0.46
H -1.77 0.29 -3.83 0.50
H -2.89 -0.32 -2.86 0.51
O -1.96 -0.43 -3.26 -0.96
H 3.36 0.90 -1.75 0.47
H 3.50 2.23 -1.16 0.48
O 2.79 1.51 -1.24 -0.95
H 3.19 1.99 2.27 0.48
H 1.95 2.93 2.21 0.49
O 2.24 2.01 2.37 -0.97
H 2.98 -1.12 -3.75 0.49
H 1.49 -1.14 -3.82 0.48
O 2.21 -1.27 -3.17 -0.97
H -1.84 -0.47 1.72 0.50
H -3.74 1.04 0.46 0.48
O -3.83 0.95 1.48 -0.96
H -0.53 3.94 -0.39 0.50
H -1.76 3.62 0.47 0.49
O -0.76 3.43 0.36 -0.96
H -1.09 -1.25 -2.20 0.50
H -0.32 -2.52 -2.70 0.50
O -0.59 -2.02 -1.86 -1.01
H -1.32 0.91 -0.64 0.47
H -0.82 1.66 0.47 0.52
O -1.06 0.73 0.23 -1.00
H 1.04 3.43 -4.05 0.46
H 1.92 3.88 -3.02 0.47
O 0.97 3.87 -3.22 -0.93
```

The largest force on an atom comes out at 0.1131 hartree/bohr. Its HOMO energy is -16.2 eV. The multiplicity is 1. The total charge is +2. For the energy relative to the best compared isomer or geometry (same formula, charge and spin), the calculation gives 299.02 kJ/mol. For the frontier orbital gap, the calculation gives 9.7 eV.

=====

No. 2
The ion C5H13N2 with charge +1 at a distorted geometry. Source: OMol25; level of theory: ωB97M-V/def2-TZVPD.

```
20
Properties=species:S:1:pos:R:3:nbo_charge:R:1
C -1.70 0.00 -1.28 -0.55
C -1.34 0.40 -0.06 0.21
N -1.95 -0.02 1.13 -0.82
C 0.04 0.94 0.21 -0.48
C 1.08 -0.15 0.34 -0.02
C 2.52 0.30 0.43 -0.64
N 0.97 -1.22 -0.75 -0.69
H -1.36 0.56 -2.15 0.22
H -2.44 -0.76 -1.50 0.22
H -2.15 0.80 1.70 0.39
H -2.81 -0.54 1.01 0.39
H 0.11 1.60 1.08 0.25
H 0.41 1.63 -0.57 0.23
H 0.79 -0.73 1.23 0.23
H 2.94 0.74 -0.48 0.23
H 3.12 -0.49 0.85 0.24
H 2.48 1.14 1.13 0.25
H 1.87 -1.55 -1.09 0.44
H 0.34 -2.02 -0.63 0.45
H 0.56 -0.74 -1.56 0.45
```

Its structure (SMILES) is C=C(N)C[C@H](C)[NH3+]. The largest force on an atom comes out at 0.0447 hartree/bohr. Its HOMO energy is -12.6 eV. The multiplicity is 1. The total charge is +1. For the energy relative to the best compared isomer or geometry (same formula, charge and spin), the calculation gives 178.76 kJ/mol. For the frontier orbital gap, the calculation gives 9.3 eV.

=====

No. 3
A cluster of 2 separate species, C9H13F3N2O3S in total at a distorted geometry. Source: OMol25; level of theory: ωB97M-V/def2-TZVPD.

```
31
Properties=species:S:1:pos:R:3:nbo_charge:R:1
C 2.81 2.09 -0.26 -0.63
C 2.17 0.65 0.00 -0.45
C 1.80 -0.02 -1.39 -0.24
N 0.35 -0.30 -1.59 -0.57
C -0.49 0.76 -1.24 0.47
C -1.74 0.39 -0.50 -0.24
C -2.69 1.42 -0.04 -0.10
C -2.32 2.85 -0.36 -0.25
C -1.10 3.14 -1.11 0.03
N -0.25 2.09 -1.50 -0.51
H 2.69 2.41 -1.35 0.18
H 2.34 2.92 0.35 0.22
H 3.93 2.12 -0.08 0.23
H 3.00 0.03 0.46 0.24
H 1.34 0.66 0.76 0.24
H 2.19 0.53 -2.29 0.19
H 2.32 -1.03 -1.40 0.24
H 0.05 -1.19 -1.17 0.46
H -1.94 -0.68 -0.27 0.29
H -3.59 1.11 0.54 0.26
H -2.98 3.69 -0.02 0.25
H -0.82 4.20 -1.36 0.25
H 0.60 2.35 -2.00 0.44
C -0.58 -4.43 2.41 0.69
F -1.08 -4.61 3.65 -0.32
F 0.76 -4.25 2.56 -0.33
F -0.72 -5.62 1.77 -0.33
S -1.39 -3.04 1.50 2.33
O -1.13 -1.86 2.32 -1.00
O -2.79 -3.39 1.43 -0.98
O -0.73 -2.99 0.19 -1.04
```

The largest force on an atom comes out at 0.0765 hartree/bohr. Its HOMO energy is -8.6 eV. The multiplicity is 1. For the frontier orbital gap, the calculation gives 7.1 eV.

=====

Which value of multiplicity does entry 3 give?
1

=====

What is the multiplicity in the second record?
1